# 1
Here is the molecule HIO4S at a distorted geometry from the Open Molecules 2025 dataset. Energies are from ωB97M-V/def2-TZVPD.

Last column: Löwdin charge in e.
Atoms and positions in Å:
O (-1.463, 0.089, -0.140)  -0.3269
S (-0.393, -0.594, 0.403)  0.2173
O (-0.569, -1.628, 1.359)  -0.2897
I (0.717, -1.399, -1.509)  0.7755
O (0.787, 0.509, 0.754)  -0.3098
O (0.862, 1.313, -0.357)  -0.1132
H (0.059, 1.710, -0.511)  0.0468

Values from the calculation:
E_HOMO ... -10.29 eV
Molecular weight ... 223.97 g mol⁻¹
HOMO-LUMO gap ... 0.3585 hartree
SMILES string ... O=S(=O)(I)OO

***

# 2
Here is a structure of composition C13H14ClN3O3Re at a distorted geometry from the Open Molecules 2025 dataset. Energies are from ωB97M-V/def2-TZVPD.

Last column: Mulliken spin population.
Atoms and positions in Å:
Cl (2.244, -1.285, -2.526)  0.7435
C (2.649, 1.941, 0.003)  0.0135
C (1.372, 2.614, 0.057)  -0.0057
C (0.650, 2.314, -1.132)  0.0549
H (1.064, 3.316, 0.824)  -0.0020
C (1.457, 1.459, -1.960)  0.2475
C (2.701, 1.223, -1.245)  -0.1358
H (3.540, 0.677, -1.651)  0.0138
H (3.453, 2.075, 0.722)  -0.0041
H (-0.346, 2.642, -1.402)  0.0149
C (1.064, 0.891, -3.276)  0.2412
Re (1.203, 0.420, -0.032)  1.4410
C (1.447, 0.584, 1.871)  -0.0084
C (2.551, -1.024, 0.095)  0.0730
O (1.598, 0.700, 3.019)  0.0453
O (3.295, -1.907, 0.275)  0.0813
H (-0.007, 0.673, -3.323)  -0.0087
H (1.599, -0.116, -3.442)  0.0129
H (1.403, 1.524, -4.097)  0.0218
C (-2.046, -3.695, 0.696)  0.0030
N (-2.002, -2.237, 0.867)  -0.0032
C (-3.058, -1.596, 1.453)  0.0093
C (-3.027, -0.242, 1.632)  -0.0071
C (-1.885, 0.487, 1.246)  0.0163
N (-0.872, -0.164, 0.625)  0.0237
C (-0.907, -1.518, 0.419)  0.0178
O (0.079, -2.045, -0.147)  0.0882
N (-1.780, 1.803, 1.480)  0.0126
H (-1.139, -4.018, 0.186)  -0.0002
H (-2.928, -3.979, 0.113)  0.0001
H (-2.125, -4.194, 1.669)  0.0000
H (-3.883, -2.246, 1.742)  -0.0002
H (-3.854, 0.275, 2.100)  -0.0004
H (-2.550, 2.295, 1.904)  -0.0003
H (-0.961, 2.352, 1.234)  0.0003

Values from the calculation:
E_HOMO (spin up / spin down) ... -15.14 / -16.03 eV
Molecular weight ... 481.93 g mol⁻¹
Total charge ... +2
HOMO-LUMO gap (spin up / spin down) ... 0.3182 / 0.2350 hartree
Spin multiplicity ... 4
Expectation value of S² ... 3.77

***

# 3
Here is a cluster of 4 separate species, C10H12BF3N3O11 in total at a distorted geometry from the Open Molecules 2025 dataset. Energies are from ωB97M-V/def2-TZVPD.

Last column: Löwdin charge in e.
Atoms and positions in Å:
N (-3.111, 0.308, -7.106)  0.0839
B (-2.731, -0.612, -5.988)  -0.8532
O (-3.259, -1.950, -6.107)  0.0152
N (-1.933, -0.186, -4.905)  0.0369
N (-0.847, -1.192, -4.611)  0.0087
C (-0.101, -1.321, -5.556)  -0.4155
O (0.647, -1.194, -6.470)  0.0730
H (-3.176, 1.269, -6.798)  0.0266
H (-2.478, 0.239, -7.889)  0.0327
H (-2.560, -2.520, -6.439)  0.0477
C (1.771, 0.102, -2.750)  -0.0516
C (1.971, -1.180, -1.976)  -0.3074
O (3.305, -1.034, -1.488)  0.1242
C (3.540, 0.298, -1.357)  -0.5754
O (4.445, 0.761, -0.736)  0.1443
O (2.615, 1.012, -2.016)  0.0724
F (1.911, -2.279, -2.762)  0.0749
H (2.139, 0.002, -3.772)  0.1447
H (0.744, 0.440, -2.772)  0.1155
H (1.299, -1.316, -1.133)  0.1528
C (0.538, 2.095, 1.941)  -0.0450
C (-0.381, 1.019, 2.475)  -0.3117
O (-1.041, 0.578, 1.308)  0.1432
C (-0.195, 0.789, 0.255)  -0.5129
O (-0.316, 0.311, -0.819)  0.1899
O (0.812, 1.619, 0.625)  0.0793
F (-1.301, 1.519, 3.344)  0.0655
H (0.029, 3.059, 1.882)  0.1443
H (1.455, 2.204, 2.513)  0.1417
H (0.131, 0.179, 2.944)  0.1596
C (-0.544, -0.328, 7.595)  -0.0516
C (-1.004, 0.382, 6.339)  -0.3181
O (0.005, 0.028, 5.413)  0.1021
C (0.507, -1.184, 5.793)  -0.5432
O (1.171, -1.880, 5.105)  0.1942
O (0.128, -1.471, 7.062)  0.0748
F (-1.021, 1.726, 6.495)  0.0785
H (0.163, 0.284, 8.157)  0.1441
H (-1.360, -0.630, 8.246)  0.1390
H (-1.973, 0.055, 5.958)  0.1760

Values from the calculation:
E_HOMO ... -2.92 eV
Molecular weight ... 418.02 g mol⁻¹
Total charge ... -1
HOMO-LUMO gap ... 0.1691 hartree

***

# 4
Here is a structure of composition C3H3NO2 at a distorted geometry from the Open Molecules 2025 dataset. Energies are from ωB97M-V/def2-TZVPD.

Last column: Löwdin charge in e.
Atoms and positions in Å:
O (-1.796, 0.341, -0.100)  0.0153
C (-0.291, 0.708, -0.217)  -0.0636
C (0.417, -0.468, 0.127)  -0.4620
O (-0.158, -1.468, 0.579)  0.0344
C (1.877, -0.433, -0.029)  -0.1099
N (3.025, -0.404, -0.166)  0.1767
H (-1.692, -0.605, 0.225)  0.1183
H (-0.101, 1.336, -1.077)  0.1183
H (-1.280, 0.992, 0.658)  0.1724

Values from the calculation:
E_HOMO ... -9.87 eV
Molecular weight ... 85.06 g mol⁻¹
HOMO-LUMO gap ... 0.3510 hartree

***

# 5
Here is the molecule C4H7N3 at a distorted geometry from the Open Molecules 2025 dataset. Energies are from ωB97M-V/def2-TZVPD.

Last column: Löwdin charge in e.
Atoms and positions in Å:
C (1.043, 2.147, 0.729)  -0.1068
N (0.370, 0.865, 1.098)  -0.0826
C (0.019, -0.065, 0.120)  -0.4069
N (0.403, -0.250, -1.255)  0.0513
C (-0.341, -1.440, -1.688)  -0.1710
C (-1.296, -1.939, -0.740)  -0.0826
N (-0.967, -1.016, 0.335)  -0.0155
H (2.067, 1.923, 0.250)  0.0888
H (0.690, 2.369, -0.351)  0.1066
H (1.059, 2.722, 1.603)  0.0480
H (0.849, 0.251, 1.951)  0.1983
H (-0.007, -2.037, -2.609)  0.0986
H (-2.138, -2.571, -0.596)  0.0735
H (-1.752, -0.959, 1.152)  0.2005

Values from the calculation:
E_HOMO ... -7.94 eV
Molecular weight ... 97.12 g mol⁻¹
HOMO-LUMO gap ... 0.3225 hartree
SMILES string ... CNc1ncc[nH]1

***

# 6
Here is a structure of composition C8H8Br4IrO10P2S at a distorted geometry from the Open Molecules 2025 dataset. Energies are from ωB97M-V/def2-TZVPD.

Last column: Mulliken spin population.
Atoms and positions in Å:
Ir (0.011, 0.258, 0.136)  0.7484
Br (-4.734, -1.752, 4.815)  0.0014
C (-3.165, -1.178, 3.969)  0.0051
C (-2.004, -0.811, 4.785)  0.0050
Br (-2.120, -0.954, 6.646)  0.0010
C (-0.859, -0.358, 4.215)  -0.0003
Br (0.672, 0.143, 5.162)  0.0004
C (-0.797, -0.231, 2.786)  0.0093
O (0.184, 0.249, 2.155)  0.0191
C (-1.902, -0.633, 1.996)  0.0287
O (-1.727, -0.522, 0.741)  0.0875
C (-3.110, -1.095, 2.619)  0.0027
Br (-4.523, -1.553, 1.478)  0.0000
O (3.329, 2.719, -0.226)  0.0040
P (1.974, 2.252, -0.868)  0.0055
O (1.626, 2.962, -2.102)  0.0002
O (0.884, 2.116, 0.233)  0.0143
O (2.230, 0.653, -1.255)  0.0253
P (2.775, -0.403, -0.113)  0.0120
O (3.789, -1.280, -0.968)  0.0025
O (3.440, 0.328, 0.986)  0.0009
O (1.534, -1.269, 0.168)  0.0278
H (3.568, 2.095, 0.498)  -0.0006
H (4.700, -1.067, -0.730)  0.0008
C (0.067, 1.110, -3.981)  0.0004
S (0.045, -0.342, -2.969)  0.0042
C (-1.159, -1.277, -3.865)  0.0004
O (-0.802, 0.056, -1.715)  -0.0053
H (0.534, 0.855, -4.933)  -0.0001
H (0.663, 1.859, -3.451)  -0.0002
H (-0.959, 1.456, -4.114)  0.0002
H (-0.766, -1.480, -4.861)  0.0000
H (-2.081, -0.699, -3.910)  -0.0004
H (-1.319, -2.209, -3.326)  0.0000

Values from the calculation:
E_HOMO (spin up / spin down) ... -8.43 / -8.42 eV
Molecular weight ... 869.99 g mol⁻¹
HOMO-LUMO gap (spin up / spin down) ... 0.2035 / 0.2057 hartree
Spin multiplicity ... 2
Expectation value of S² ... 0.76

***

# 7
Here is the molecule C25H23N3O4 at a distorted geometry from the Open Molecules 2025 dataset. Energies are from ωB97M-V/def2-TZVPD.

Last column: Löwdin charge in e.
Atoms and positions in Å:
O (-0.946, 2.775, -2.783)  0.0681
C (-0.247, 1.917, -2.275)  -0.4367
N (-0.410, 1.493, -0.993)  0.1349
C (-1.337, 2.060, -0.096)  -0.1547
C (-1.427, 3.440, 0.014)  -0.0109
C (-2.275, 4.029, 0.933)  -0.0870
C (-3.042, 3.231, 1.762)  -0.0936
C (-2.985, 1.855, 1.646)  -0.0288
C (-2.154, 1.241, 0.709)  -0.1624
N (-2.094, -0.145, 0.607)  -0.1043
C (-2.156, -0.839, -0.657)  -0.1053
C (-1.005, -1.877, -0.687)  -0.0955
N (-0.547, -2.078, 0.676)  -0.0489
C (0.488, -1.298, 1.102)  -0.3979
O (1.157, -0.621, 0.338)  0.0561
C (0.798, -1.351, 2.559)  -0.1550
C (1.157, -2.542, 3.180)  -0.0369
C (1.485, -2.546, 4.524)  -0.0751
C (1.448, -1.368, 5.253)  -0.0819
C (1.097, -0.180, 4.634)  -0.0688
C (0.781, -0.167, 3.287)  -0.0154
C (-1.664, -2.320, 1.566)  -0.1069
C (-2.459, -0.995, 1.713)  -0.1327
C (0.815, 1.215, -3.056)  -0.1249
C (0.676, 1.235, -4.440)  -0.0169
C (1.600, 0.634, -5.286)  0.0192
C (2.677, 0.024, -4.691)  -0.2002
C (2.832, 0.011, -3.302)  -0.1858
C (1.921, 0.595, -2.458)  0.0668
O (3.990, -0.650, -2.984)  0.0383
C (4.562, -1.045, -4.210)  -0.1605
O (3.729, -0.630, -5.273)  0.0376
H (0.143, 0.715, -0.647)  0.0915
H (-0.809, 4.049, -0.627)  0.1165
H (-2.326, 5.105, 1.008)  0.1004
H (-3.701, 3.676, 2.492)  0.1003
H (-3.615, 1.246, 2.276)  0.1024
H (-2.078, -0.135, -1.482)  0.1237
H (-3.126, -1.354, -0.743)  0.1259
H (-1.344, -2.835, -1.090)  0.1239
H (-0.159, -1.524, -1.279)  0.1147
H (1.192, -3.456, 2.605)  0.1219
H (1.770, -3.470, 5.004)  0.1042
H (1.700, -1.376, 6.303)  0.1029
H (1.074, 0.739, 5.199)  0.1059
H (0.515, 0.756, 2.792)  0.1226
H (-2.280, -3.102, 1.117)  0.1261
H (-1.314, -2.667, 2.536)  0.1153
H (-2.176, -0.496, 2.642)  0.1190
H (-3.539, -1.213, 1.741)  0.1252
H (-0.182, 1.744, -4.852)  0.1166
H (1.486, 0.649, -6.357)  0.1185
H (2.082, 0.571, -1.394)  0.1096
H (5.557, -0.584, -4.322)  0.1397
H (4.668, -2.142, -4.234)  0.1392

Values from the calculation:
E_HOMO ... -7.79 eV
Molecular weight ... 429.48 g mol⁻¹
HOMO-LUMO gap ... 0.3091 hartree
SMILES string ... O=C(Nc1ccccc1N1CCN(C(=O)c2ccccc2)CC1)c1ccc2c(c1)OCO2

***

Q: Which of these has the lowest molecular weight?
A: C3H3NO2

***

Q: Which formula does entry 2 have?
A: C13H14ClN3O3Re